Record 1
Below is a structure of composition C28H41HfN7O8SSi4Te at a distorted geometry, with properties calculated with ωB97M-V/def2-TZVPD.

```
! RIJCOSX wB97M-V def2-TZVPD def2/J DEFGRID3
* xyz 0 1
Hf -1.5241 0.2424 -1.0850
N -2.5478 4.5836 0.4054
C -2.2124 3.4702 -0.2632
S -1.6761 2.1179 0.6715
N -2.0782 3.5477 -1.5689
N -1.4832 2.3722 -2.0887
C -0.9195 2.6609 -3.2190
C -0.2157 1.5975 -3.9519
C 0.2653 1.7085 -5.2353
C 0.8656 0.5984 -5.7840
C 1.2010 -0.4534 -4.9797
C 0.6869 -0.4962 -3.6954
N -0.0436 0.5022 -3.2088
H -2.7697 4.5946 1.4183
H -3.1065 5.1814 -0.1686
H -1.0323 3.7050 -3.5706
H 0.0821 2.6051 -5.7586
H 1.1037 0.6137 -6.8453
H 1.8937 -1.2419 -5.2440
H 0.7869 -1.3512 -3.1161
O -5.6132 -0.1014 3.1137
C -4.7928 -1.0951 3.4459
O -4.9981 -1.8170 4.3890
C -3.6205 -1.2594 2.4786
C -2.5262 -2.0573 2.6168
N -1.6327 -1.7325 1.6779
N -2.1505 -0.8321 0.8156
C -3.3438 -0.5468 1.3202
C -4.1236 0.3004 0.3524
O -5.1604 0.8634 0.6185
O -3.5599 0.3281 -0.8006
H -5.5347 0.3102 2.2016
H -2.2830 -2.7364 3.4200
H -0.6856 -2.0669 1.5884
O -1.4400 -2.0602 -1.8020
C -2.1857 -1.8393 -2.8045
O -2.6253 -0.6664 -3.0535
C -2.5853 -3.0059 -3.6639
C -3.5340 -2.7861 -4.6755
C -4.0314 -3.8572 -5.4388
C -3.5423 -5.1101 -5.1219
C -2.6185 -5.3648 -4.1802
C -2.0503 -4.2977 -3.4808
N -4.1388 -6.3244 -5.7007
O -5.3435 -6.4277 -5.6344
O -3.3242 -7.1683 -6.0396
H -3.9293 -1.7777 -4.8454
H -4.7155 -3.7570 -6.2548
H -2.2287 -6.3815 -3.9795
H -1.2627 -4.4335 -2.7158
C 5.0065 -0.2874 -0.0163
Si 4.3217 -0.3041 1.7587
C 5.6589 0.4024 2.9495
C 4.0490 -2.0129 2.3846
Si 2.2427 0.7990 1.9975
Te 1.0974 -0.3067 0.0978
Si 1.1023 0.2127 4.0401
C 2.0779 0.7204 5.5881
C -0.7284 0.7878 3.9285
C 1.0045 -1.6277 3.9168
Si 2.5065 3.0779 1.4040
C 1.1034 4.0684 0.6783
C 3.9534 3.2149 0.1155
C 3.0777 4.1041 2.8538
H 6.0395 -0.5381 0.0343
H 4.9603 0.7099 -0.4554
H 4.4731 -1.0598 -0.5855
H 6.4469 -0.2850 3.2061
H 5.1439 0.7729 3.8277
H 6.1601 1.2210 2.5327
H 4.7597 -2.7507 1.9899
H 3.0335 -2.3018 2.1995
H 4.2067 -2.0315 3.4523
H 2.2479 1.8094 5.5350
H 3.0981 0.2280 5.6542
H 1.4887 0.5343 6.4695
H -0.8697 1.8212 3.7226
H -1.2779 0.5799 4.8465
H -1.2405 0.2080 3.1464
H 0.3459 -2.1230 4.6284
H 1.8545 -2.2798 3.9105
H 0.4066 -1.7915 2.9924
H 0.6078 3.6396 -0.1624
H 1.6065 4.9611 0.3340
H 0.3169 4.3329 1.3649
H 3.6049 2.9544 -0.9077
H 4.7121 2.5137 0.4414
H 4.3263 4.2511 0.1292
H 2.2439 4.0719 3.5608
H 3.2360 5.1237 2.4743
H 3.8990 3.7213 3.4025
*
```

Values from the calculation:
energy = -107463.2169 eV
lowest unoccupied orbital energy = -0.05037 Ha
Kohn-Sham gap = 6.27 eV

Record 2
Below is a structure of composition C28H41InN2O29PS, with properties calculated with ωB97M-V/def2-TZVPD.

```
! RIJCOSX wB97M-V def2-TZVPD def2/J DEFGRID3
* xyz -1 1
N 8.7194 -1.0379 4.1111
C 7.4883 -0.9379 3.8169
C 6.6247 -2.1314 3.5057
In 4.6096 -1.6688 2.8657
C 3.4256 -3.4887 3.3004
C 2.0014 -3.2866 3.5411
O 1.4848 -3.0767 4.6238
O 4.4619 -1.3641 0.6941
N 4.9245 -0.2044 0.3528
O 5.5548 0.3617 1.2142
P 3.5409 0.3130 4.0346
O 1.9762 0.5185 3.5976
O 4.2128 1.7215 3.6044
S 3.6299 0.0320 5.9641
H 9.1045 -0.1106 4.2894
H 6.9985 0.0463 3.7758
H 7.1231 -2.7425 2.7424
H 6.5498 -2.7524 4.4077
H 3.6029 -4.1520 2.4470
H 3.9252 -3.8608 4.2013
H 1.3537 -3.3102 2.6403
H 1.7975 0.1376 2.7255
H 3.9203 2.4279 4.2026
C -1.9748 -1.1502 -0.3208
C -1.8244 -0.5192 1.0527
O -0.6582 -1.1743 1.5703
C 0.0683 -1.6251 0.5326
O 1.2026 -1.9946 0.6173
O -0.6236 -1.5510 -0.6179
H -2.3059 -0.4353 -1.0686
H -2.6206 -2.0248 -0.3172
H -1.6026 0.5470 0.9903
H -2.6666 -0.6822 1.7179
C -0.9496 4.5647 0.0276
C -1.8896 3.8108 0.9521
O -2.4266 2.8007 0.0712
C -1.5623 2.6168 -0.9449
O -1.6111 1.7156 -1.7315
O -0.6113 3.5645 -0.9426
H -0.0403 4.9280 0.4975
H -1.4528 5.3830 -0.4910
H -1.3571 3.3104 1.7620
H -2.6894 4.4258 1.3464
C -4.7107 -1.8488 -4.1944
C -4.8823 -0.5346 -3.4509
O -5.2429 -0.9786 -2.1346
C -4.7919 -2.2410 -1.9668
O -4.7657 -2.8137 -0.9223
O -4.3506 -2.7469 -3.1355
H -3.9260 -1.8249 -4.9439
H -5.6424 -2.2049 -4.6377
H -3.9500 0.0278 -3.3867
H -5.6719 0.1012 -3.8399
C 0.8957 -3.5667 7.6496
C 0.3934 -2.1551 7.8897
O 0.0227 -2.2016 9.2806
C 0.7163 -3.1922 9.8763
O 0.7482 -3.3821 11.0545
O 1.3585 -3.9422 8.9604
H 1.7034 -3.6183 6.9270
H 0.0946 -4.2500 7.3634
H 1.1742 -1.4067 7.7518
H -0.4751 -1.8901 7.2953
C 1.7342 1.0827 -0.8593
C 1.8924 1.2951 -2.3576
O 1.9567 2.7267 -2.4531
C 2.3413 3.2198 -1.2623
O 2.5946 4.3687 -1.0553
O 2.3756 2.2474 -0.3286
H 2.2248 0.1769 -0.5101
H 0.6906 1.0905 -0.5373
H 2.8266 0.8731 -2.7244
H 1.0643 0.9253 -2.9552
C -4.0124 8.7074 -0.6674
C -5.0810 7.6273 -0.7366
O -4.5271 6.6055 0.0998
C -3.6417 7.1722 0.9507
O -3.1272 6.6056 1.8616
O -3.4145 8.4576 0.6099
H -4.3987 9.7221 -0.6843
H -3.2486 8.5857 -1.4365
H -6.0283 7.9521 -0.3040
H -5.2445 7.2210 -1.7302
C 3.0187 -2.4794 -2.0078
C 3.3496 -3.8064 -2.6637
O 2.5979 -3.7450 -3.8860
C 2.3613 -2.4460 -4.1811
O 1.8972 -2.0632 -5.2113
O 2.7281 -1.6556 -3.1584
H 3.8275 -2.0337 -1.4379
H 2.1308 -2.5280 -1.3840
H 4.4077 -3.8963 -2.9153
H 3.0267 -4.6734 -2.0946
C -4.8224 -2.9413 -8.4050
C -4.4814 -2.1651 -9.6682
O -4.2802 -0.8412 -9.1622
C -3.9617 -0.9196 -7.8515
O -3.6007 -0.0143 -7.1735
O -4.1327 -2.1882 -7.4046
H -4.4549 -3.9632 -8.3946
H -5.8909 -2.9256 -8.1836
H -3.5536 -2.5093 -10.1266
H -5.2766 -2.1424 -10.4075
*
```

Values from the calculation:
energy = -117359.4273 eV
lowest unoccupied orbital energy = 0.04991 Ha
Kohn-Sham gap = 6.75 eV

Record 3
Below is a cluster of 2 separate species, C28H41NP in total at a distorted geometry, with properties calculated with ωB97M-V/def2-TZVPD.

```
! RIJCOSX wB97M-V def2-TZVPD def2/J DEFGRID3
* xyz 1 1
C -3.5474 1.8470 4.9638
C -2.4708 2.0866 3.9132
C -2.6568 1.1941 2.6839
C -1.5792 1.4312 1.6262
P -1.6635 3.1525 0.9540
C -0.2438 3.0537 -0.2378
C 0.8782 4.0012 0.1848
C 0.4490 5.4678 0.1307
C 1.5818 6.4106 0.5167
C -3.0290 2.8607 -0.2646
C -3.3598 4.1402 -1.0303
C -4.4248 3.9327 -2.1110
C -3.9868 2.9889 -3.2249
H -3.3729 2.4923 5.8276
H -4.5434 2.0691 4.5673
H -3.5362 0.8078 5.3075
H -2.4773 3.1425 3.6079
H -1.4813 1.8901 4.3450
H -2.6266 0.1364 2.9839
H -3.6575 1.3787 2.2637
H -0.5723 1.3191 2.0604
H -1.6902 0.7270 0.7889
H 0.1166 2.0163 -0.2458
H -0.6065 3.3129 -1.2447
H 1.2098 3.7695 1.2075
H 1.7403 3.8431 -0.4778
H 0.1062 5.7007 -0.8859
H -0.4077 5.6251 0.8012
H 1.2332 7.4448 0.4725
H 1.9330 6.2099 1.5339
H 2.4279 6.3049 -0.1695
H -2.7064 2.0551 -0.9434
H -3.9098 2.5033 0.2946
H -3.7240 4.9033 -0.3283
H -2.4529 4.5428 -1.5045
H -5.3350 3.5513 -1.6355
H -4.6626 4.9166 -2.5287
H -4.7480 2.9520 -4.0082
H -3.0493 3.3246 -3.6824
H -3.8399 1.9711 -2.8499
C 5.9279 -5.1760 -2.2203
N 4.7717 -4.7268 -1.4625
C 4.4491 -5.1896 -0.2283
C 3.2493 -4.5704 0.2161
C 2.5680 -4.8476 1.3928
C 1.4194 -4.1543 1.9030
C 1.3313 -2.7371 1.9662
C 0.1689 -2.1083 2.4138
C -0.9404 -2.8769 2.8015
C -0.8575 -4.2808 2.7883
C 0.3157 -4.9055 2.3846
C 2.8437 -3.6712 -0.8707
C 1.7248 -2.8886 -1.1070
C 1.6342 -2.1567 -2.3027
C 2.6433 -2.2415 -3.2786
C 3.7529 -3.0852 -3.0858
C 3.8239 -3.7810 -1.8860
H 5.9406 -4.6530 -3.1785
H 6.8586 -4.9697 -1.6729
H 5.8881 -6.2615 -2.3926
H 5.0660 -5.9318 0.2698
H 2.9200 -5.7212 1.9463
H 2.1901 -2.1459 1.6432
H 0.1230 -1.0149 2.4492
H -1.8635 -2.3856 3.1201
H -1.7108 -4.8887 3.0993
H 0.4109 -5.9930 2.3851
H 0.9394 -2.8583 -0.3598
H 0.7648 -1.5157 -2.4700
H 2.5517 -1.6514 -4.1930
H 4.5465 -3.2073 -3.8253
*
```

Values from the calculation:
energy = -40473.9431 eV
lowest unoccupied orbital energy = -0.18832 Ha
Kohn-Sham gap = 4.90 eV

Q: What is the formula in the second record?
A: C28H41InN2O29PS

Q: Kohn-Sham gap of number 2 (C28H41InN2O29PS)?
A: 6.75 eV

Q: The lowest Kohn-Sham gap belongs to which entry?
A: C28H41NP